C72H160N8 | ωB97M-V/def2-TZVPD

Bonds (Å) are listed after each position.
Geometry (Å):
1 C -19.127 2.150 6.473  C2 1.543, H11 1.090, H12 1.090, H13 1.090
2 C -19.750 0.877 5.864  C1 1.543, C3 1.546, H14 1.090, H15 1.090
3 C -21.295 0.826 5.862  C2 1.546, C4 1.522, H16 1.090, H17 1.090
4 C -21.819 1.108 7.263  C3 1.522, N5 1.527, H18 1.090, H19 1.090
5 N -23.286 0.706 7.403  C4 1.527, C6 1.604, C9 1.577, C10 1.585
6 C -23.533 -0.878 7.341  N5 1.604, C7 1.530, H20 1.090, H21 1.090
7 C -23.874 -1.193 8.799  C6 1.530, C8 1.573, H22 1.090, H23 1.090
8 C -24.537 0.128 9.337  C7 1.573, C9 1.441, H24 1.090, H25 1.090
9 C -23.861 1.263 8.761  N5 1.577, C8 1.441, H26 1.090, H27 1.090
10 C -24.178 1.372 6.275  N5 1.585, H28 1.090, H29 1.090, H30 1.090
11 H -19.466 3.057 5.972  C1 1.090
12 H -18.047 2.179 6.332  C1 1.090
13 H -19.164 2.104 7.562  C1 1.090
14 H -19.495 0.066 6.546  C2 1.090
15 H -19.275 0.675 4.904  C2 1.090
16 H -21.692 -0.155 5.598  C3 1.090
17 H -21.697 1.508 5.112  C3 1.090
18 H -21.790 2.161 7.542  C4 1.090
19 H -21.326 0.548 8.058  C4 1.090
20 H -24.285 -1.143 6.598  C6 1.090
21 H -22.708 -1.512 7.016  C6 1.090
22 H -24.543 -2.050 8.868  C7 1.090
23 H -23.008 -1.478 9.397  C7 1.090
24 H -25.608 0.227 9.161  C8 1.090
25 H -24.308 0.056 10.401  C8 1.090
26 H -24.524 2.098 8.533  C9 1.090
27 H -23.036 1.539 9.417  C9 1.090
28 H -25.203 1.062 6.479  C10 1.090
29 H -23.989 0.828 5.349  C10 1.090
30 H -24.062 2.454 6.211  C10 1.090
31 C -17.392 11.072 4.417  C32 1.605, H41 1.090, H42 1.090, H43 1.090
32 C -18.916 11.474 4.114  C31 1.605, C33 1.535, H44 1.090, H45 1.090
33 C -19.926 10.367 3.782  C32 1.535, C34 1.557, H46 1.090, H47 1.090
34 C -21.383 10.898 3.643  C33 1.557, N35 1.624, H48 1.090, H49 1.090
35 N -22.564 9.824 3.347  C34 1.624, C36 1.549, C39 1.527, C40 1.586
36 C -23.984 10.443 3.324  N35 1.549, C37 1.527, H50 1.090, H51 1.090
37 C -24.854 9.204 3.521  C36 1.527, C38 1.547, H52 1.090, H53 1.090
38 C -23.988 8.149 4.250  C37 1.547, C39 1.489, H54 1.090, H55 1.090
39 C -22.704 8.855 4.518  N35 1.527, C38 1.489, H56 1.090, H57 1.090
40 C -22.248 9.042 2.004  N35 1.586, H58 1.090, H59 1.090, H60 1.090
41 H -17.319 10.435 5.298  C31 1.090
42 H -16.913 12.008 4.702  C31 1.090
43 H -16.885 10.649 3.550  C31 1.090
44 H -18.799 12.121 3.244  C32 1.090
45 H -19.315 11.980 4.994  C32 1.090
46 H -19.951 9.568 4.522  C33 1.090
47 H -19.573 9.772 2.939  C33 1.090
48 H -21.300 11.602 2.816  C34 1.090
49 H -21.727 11.393 4.551  C34 1.090
50 H -24.253 10.776 2.322  C36 1.090
51 H -24.127 11.200 4.094  C36 1.090
52 H -25.233 8.847 2.563  C37 1.090
53 H -25.766 9.276 4.114  C37 1.090
54 H -23.732 7.204 3.770  C38 1.090
55 H -24.415 7.815 5.196  C38 1.090
56 H -21.883 8.148 4.641  C39 1.090
57 H -22.881 9.494 5.383  C39 1.090
58 H -21.637 8.166 2.222  C40 1.090
59 H -21.645 9.658 1.338  C40 1.090
60 H -23.215 9.082 1.503  C40 1.090
61 C -16.346 0.720 -0.378  C62 1.559, H71 1.090, H72 1.090, H73 1.090
62 C -17.142 1.836 -1.121  C61 1.559, C63 1.519, H74 1.090, H75 1.090
63 C -17.442 1.588 -2.590  C62 1.519, C64 1.597, H76 1.090, H77 1.090
64 C -17.857 2.905 -3.392  C63 1.597, N65 1.557, H78 1.090, H79 1.090
65 N -18.960 2.726 -4.476  C64 1.557, C66 1.625, C69 1.570, C70 1.576
66 C -18.244 2.214 -5.843  N65 1.625, C67 1.529, H80 1.090, H81 1.090
67 C -17.926 3.462 -6.666  C66 1.529, C68 1.451, H82 1.090, H83 1.090
68 C -19.030 4.380 -6.459  C67 1.451, C69 1.576, H84 1.090, H85 1.090
69 C -19.587 4.059 -5.019  N65 1.570, C68 1.576, H86 1.090, H87 1.090
70 C -20.142 1.801 -3.997  N65 1.576, H88 1.090, H89 1.090, H90 1.090
71 H -16.280 0.950 0.685  C61 1.090
72 H -15.364 0.458 -0.774  C61 1.090
73 H -16.849 -0.235 -0.530  C61 1.090
74 H -16.554 2.728 -0.905  C62 1.090
75 H -18.098 2.061 -0.649  C62 1.090
76 H -18.314 0.942 -2.496  C63 1.090
77 H -16.655 0.978 -3.035  C63 1.090
78 H -16.906 3.208 -3.830  C64 1.090
79 H -18.348 3.602 -2.712  C64 1.090
80 H -18.932 1.733 -6.537  C66 1.090
81 H -17.473 1.497 -5.559  C66 1.090
82 H -17.752 3.307 -7.731  C67 1.090
83 H -16.985 3.913 -6.349  C67 1.090
84 H -19.751 4.224 -7.261  C68 1.090
85 H -18.694 5.387 -6.706  C68 1.090
86 H -20.671 3.988 -4.928  C69 1.090
87 H -19.449 4.799 -4.231  C69 1.090
88 H -20.875 1.969 -4.787  C70 1.090
89 H -20.416 2.203 -3.022  C70 1.090
90 H -19.683 0.813 -3.995  C70 1.090
91 C -22.830 14.418 12.716  C92 1.502, H101 1.090, H102 1.090, H103 1.090
92 C -21.980 14.643 11.499  C91 1.502, C93 1.493, H104 1.090, H105 1.090
93 C -20.653 13.960 11.555  C92 1.493, C94 1.551, H106 1.090, H107 1.090
94 C -20.832 12.425 11.422  C93 1.551, N95 1.564, H108 1.090, H109 1.090
95 N -19.536 11.643 11.031  C94 1.564, C96 1.597, C99 1.522, C100 1.557
96 C -18.862 12.126 9.666  N95 1.597, C97 1.539, H110 1.090, H111 1.090
97 C -17.954 10.953 9.258  C96 1.539, C98 1.557, H112 1.090, H113 1.090
98 C -18.609 9.703 9.915  C97 1.557, C99 1.543, H114 1.090, H115 1.090
99 C -19.795 10.163 10.789  N95 1.522, C98 1.543, H116 1.090, H117 1.090
100 C -18.474 11.782 12.162  N95 1.557, H118 1.090, H119 1.090, H120 1.090
101 H -22.969 13.353 12.907  C91 1.090
102 H -23.848 14.770 12.550  C91 1.090
103 H -22.447 14.883 13.625  C91 1.090
104 H -21.859 15.720 11.386  C92 1.090
105 H -22.524 14.264 10.634  C92 1.090
106 H -20.074 14.100 12.467  C93 1.090
107 H -19.949 14.348 10.820  C93 1.090
108 H -21.592 12.081 10.720  C94 1.090
109 H -21.144 12.002 12.378  C94 1.090
110 H -18.460 13.138 9.696  C96 1.090
111 H -19.683 12.273 8.963  C96 1.090
112 H -16.957 11.099 9.675  C97 1.090
113 H -17.871 10.739 8.192  C97 1.090
114 H -17.871 9.156 10.502  C98 1.090
115 H -19.006 9.034 9.152  C98 1.090
116 H -19.948 9.770 11.794  C99 1.090
117 H -20.766 10.156 10.294  C99 1.090
118 H -17.551 11.209 12.071  C100 1.090
119 H -18.891 11.299 13.045  C100 1.090
120 H -18.266 12.848 12.251  C100 1.090
121 C -19.147 9.652 -5.013  C122 1.467, H131 1.090, H132 1.090, H133 1.090
122 C -19.105 8.326 -4.388  C121 1.467, C123 1.601, H134 1.090, H135 1.090
123 C -18.727 8.632 -2.863  C122 1.601, C124 1.527, H136 1.090, H137 1.090
124 C -18.971 7.372 -2.036  C123 1.527, N125 1.566, H138 1.090, H139 1.090
125 N -18.530 7.533 -0.542  C124 1.566, C126 1.494, C129 1.588, C130 1.521
126 C -18.369 6.216 0.146  N125 1.494, C127 1.489, H140 1.090, H141 1.090
127 C -17.022 6.151 0.778  C126 1.489, C128 1.496, H142 1.090, H143 1.090
128 C -16.591 7.575 0.936  C127 1.496, C129 1.545, H144 1.090, H145 1.090
129 C -17.037 8.068 -0.459  N125 1.588, C128 1.545, H146 1.090, H147 1.090
130 C -19.498 8.390 0.258  N125 1.521, H148 1.090, H149 1.090, H150 1.090
131 H -18.188 10.016 -5.382  C121 1.090
132 H -19.700 10.390 -4.432  C121 1.090
133 H -19.682 9.750 -5.957  C121 1.090
134 H -18.467 7.686 -4.997  C122 1.090
135 H -20.148 8.015 -4.315  C122 1.090
136 H -19.434 9.370 -2.485  C123 1.090
137 H -17.769 9.153 -2.843  C123 1.090
138 H -18.430 6.531 -2.469  C124 1.090
139 H -20.050 7.226 -2.079  C124 1.090
140 H -19.336 5.960 0.578  C126 1.090
141 H -18.226 5.473 -0.638  C126 1.090
142 H -17.052 5.694 1.767  C127 1.090
143 H -16.281 5.597 0.201  C127 1.090
144 H -16.948 8.251 1.713  C128 1.090
145 H -15.502 7.537 0.943  C128 1.090
146 H -17.068 9.157 -0.487  C129 1.090
147 H -16.445 7.747 -1.316  C129 1.090
148 H -19.261 8.287 1.317  C130 1.090
149 H -20.442 7.906 0.010  C130 1.090
150 H -19.408 9.365 -0.221  C130 1.090
151 C -16.558 -1.060 6.412  C152 1.542, H161 1.090, H162 1.090, H163 1.090
152 C -16.376 -2.470 5.816  C151 1.542, C153 1.519, H164 1.090, H165 1.090
153 C -16.159 -2.455 4.313  C152 1.519, C154 1.520, H166 1.090, H167 1.090
154 C -16.201 -3.811 3.628  C153 1.520, N155 1.540, H168 1.090, H169 1.090
155 N -15.578 -3.750 2.222  C154 1.540, C156 1.551, C159 1.570, C160 1.541
156 C -15.740 -5.142 1.558  N155 1.551, C157 1.606, H170 1.090, H171 1.090
157 C -14.502 -5.157 0.535  C156 1.606, C158 1.454, H172 1.090, H173 1.090
158 C -13.389 -4.488 1.190  C157 1.454, C159 1.550, H174 1.090, H175 1.090
159 C -14.032 -3.483 2.179  N155 1.570, C158 1.550, H176 1.090, H177 1.090
160 C -16.378 -2.756 1.358  N155 1.541, H178 1.090, H179 1.090, H180 1.090
161 H -17.207 -0.452 5.782  C151 1.090
162 H -15.591 -0.564 6.322  C151 1.090
163 H -16.829 -0.995 7.466  C151 1.090
164 H -17.212 -3.099 6.120  C152 1.090
165 H -15.591 -3.060 6.290  C152 1.090
166 H -15.465 -1.668 4.017  C153 1.090
167 H -17.095 -2.021 3.962  C153 1.090
168 H -17.195 -4.203 3.414  C154 1.090
169 H -15.636 -4.551 4.196  C154 1.090
170 H -16.741 -5.140 1.128  C156 1.090
171 H -15.710 -5.945 2.294  C156 1.090
172 H -14.951 -4.713 -0.354  C157 1.090
173 H -14.281 -6.157 0.162  C157 1.090
174 H -12.647 -4.044 0.528  C158 1.090
175 H -12.798 -5.106 1.866  C158 1.090
176 H -13.915 -2.418 1.975  C159 1.090
177 H -13.723 -3.631 3.214  C159 1.090
178 H -16.222 -1.746 1.738  C160 1.090
179 H -17.425 -3.043 1.258  C160 1.090
180 H -16.004 -2.832 0.337  C160 1.090
181 C -15.433 1.435 3.666  C182 1.562, H191 1.090, H192 1.090, H193 1.090
182 C -15.196 2.978 3.630  C181 1.562, C183 1.566, H194 1.090, H195 1.090
183 C -15.487 3.553 5.058  C182 1.566, C184 1.584, H196 1.090, H197 1.090
184 C -16.024 5.044 5.075  C183 1.584, N185 1.604, H198 1.090, H199 1.090
185 N -15.981 5.789 6.495  C184 1.604, C186 1.540, C189 1.557, C190 1.565
186 C -17.044 5.289 7.490  N185 1.540, C187 1.526, H200 1.090, H201 1.090
187 C -17.493 6.506 8.294  C186 1.526, C188 1.530, H202 1.090, H203 1.090
188 C -17.759 7.426 7.101  C187 1.530, C189 1.491, H204 1.090, H205 1.090
189 C -16.598 7.187 6.196  N185 1.557, C188 1.491, H206 1.090, H207 1.090
190 C -14.537 5.804 7.097  N185 1.565, H208 1.090, H209 1.090, H210 1.090
191 H -16.511 1.392 3.822  C181 1.090
192 H -15.181 0.862 4.558  C181 1.090
193 H -14.984 0.811 2.894  C181 1.090
194 H -15.906 3.436 2.941  C182 1.090
195 H -14.191 3.234 3.295  C182 1.090
196 H -14.520 3.560 5.561  C183 1.090
197 H -16.151 2.987 5.711  C183 1.090
198 H -17.060 4.921 4.760  C184 1.090
199 H -15.462 5.653 4.367  C184 1.090
200 H -16.779 4.478 8.168  C186 1.090
201 H -17.840 4.817 6.913  C186 1.090
202 H -16.752 6.981 8.938  C187 1.090
203 H -18.393 6.232 8.844  C187 1.090
204 H -18.000 8.451 7.380  C188 1.090
205 H -18.683 7.046 6.666  C188 1.090
206 H -15.916 7.953 6.564  C189 1.090
207 H -16.969 7.365 5.187  C189 1.090
208 H -13.845 6.046 6.290  C190 1.090
209 H -14.333 4.773 7.384  C190 1.090
210 H -14.427 6.557 7.877  C190 1.090
211 C -11.656 3.837 4.304  C212 1.560, H221 1.090, H222 1.090, H223 1.090
212 C -10.602 2.919 3.611  C211 1.560, C213 1.522, H224 1.090, H225 1.090
213 C -10.992 1.470 3.360  C212 1.522, C214 1.552, H226 1.090, H227 1.090
214 C -10.646 0.641 4.627  C213 1.552, N215 1.596, H228 1.090, H229 1.090
215 N -10.946 -0.926 4.625  C214 1.596, C216 1.546, C219 1.500, C220 1.509
216 C -12.450 -1.270 4.722  N215 1.546, C217 1.529, H230 1.090, H231 1.090
217 C -12.817 -1.250 6.206  C216 1.529, C218 1.521, H232 1.090, H233 1.090
218 C -11.507 -1.621 6.883  C217 1.521, C219 1.549, H234 1.090, H235 1.090
219 C -10.399 -1.678 5.802  N215 1.500, C218 1.549, H236 1.090, H237 1.090
220 C -10.375 -1.480 3.343  N215 1.509, H238 1.090, H239 1.090, H240 1.090
221 H -12.397 4.228 3.606  C211 1.090
222 H -11.216 4.589 4.959  C211 1.090
223 H -12.234 3.243 5.012  C211 1.090
224 H -9.644 3.065 4.111  C212 1.090
225 H -10.492 3.444 2.662  C212 1.090
226 H -10.495 1.076 2.474  C213 1.090
227 H -12.056 1.300 3.196  C213 1.090
228 H -11.166 0.930 5.540  C214 1.090
229 H -9.583 0.793 4.810  C214 1.090
230 H -12.693 -2.216 4.239  C216 1.090
231 H -12.937 -0.491 4.135  C216 1.090
232 H -13.527 -2.058 6.377  C217 1.090
233 H -13.298 -0.330 6.539  C217 1.090
234 H -11.467 -2.433 7.609  C218 1.090
235 H -11.262 -0.798 7.555  C218 1.090
236 H -10.127 -2.722 5.642  C219 1.090
237 H -9.497 -1.133 6.078  C219 1.090
238 H -10.440 -2.566 3.273  C220 1.090
239 H -9.328 -1.178 3.384  C220 1.090
240 H -11.064 -1.097 2.591  C220 1.090

Values from the calculation:
- Frontier orbital gap (spin up / spin down): 8.43 / 1.94 eV
- E: -89063.6340 eV
- Lowest unoccupied orbital energy (spin up / spin down): -15.458 / -21.955 eV
- Multiplicity: 2
- E_HOMO (spin up / spin down): -23.8914 / -23.8914 eV
- Net charge: +9
- Maximum force: 0.1114 Eh/bohr
- Expectation value of S²: 0.75